Entry 1:
Here is a structure of composition C33H54MnN4O5PSe from the Open Molecules 2025 dataset. Energies are from ωB97M-V/def2-TZVPD.

Output
**Expectation value of S²**: 8.756
**Charge**: +1
**HOMO (alpha / beta)**: -0.3664 / -0.3663 hartree
**F_max**: 0.64 eV Å⁻¹
**Molecular weight**: 751.7 g/mol
**2S+1**: 6

Last column: natural (NBO) charge in e.
Element x y z (Å)
Mn 3.05019 0.17243 1.42242  1.362
C -0.08996 4.55065 -0.75417  -0.602
C 1.32767 4.22875 -1.21395  -0.270
C 1.29472 3.41627 -2.51087  -0.601
C 2.16012 3.56221 -0.12887  0.097
C 1.59364 2.95026 0.97815  -0.224
C 2.38623 2.51839 2.04895  -0.336
C 3.77602 2.64950 2.02833  -0.057
C 4.59660 2.44844 3.27710  -0.632
C 4.35183 3.14893 0.85376  -0.221
C 3.55879 3.61437 -0.18197  -0.205
H -0.60100 5.14485 -1.51411  0.221
H -0.09925 5.11610 0.18010  0.215
H -0.66600 3.63244 -0.60736  0.205
H 1.83255 5.17354 -1.43382  0.212
H 0.88597 2.41715 -2.32798  0.214
H 2.29379 3.31497 -2.93937  0.201
H 0.66779 3.91716 -3.25290  0.220
H 0.51875 2.85394 1.05741  0.245
H 1.89934 2.22175 2.96824  0.236
H 4.61176 3.38497 3.83942  0.235
H 5.62181 2.16817 3.04578  0.244
H 4.18049 1.67958 3.92593  0.216
H 5.43065 3.24169 0.79325  0.233
H 4.03533 4.07346 -1.04414  0.223
C 0.95974 -2.64864 5.23415  -0.591
C -0.00641 -1.89446 4.30523  -0.166
C -0.78911 -2.87575 3.41769  -0.590
C -0.96254 -0.99681 5.10432  -0.589
C 0.80501 -1.03583 3.41339  0.527
N 1.41394 -0.37357 2.70775  -0.550
H 0.38307 -3.36547 5.81967  0.228
H 1.46169 -1.96456 5.91931  0.225
H 1.71813 -3.18795 4.66564  0.231
H -1.41084 -3.49894 4.06188  0.230
H -0.11332 -3.52535 2.85886  0.219
H -1.43398 -2.34674 2.71232  0.230
H -1.54799 -1.62943 5.77333  0.230
H -1.64785 -0.46112 4.44493  0.225
H -0.41467 -0.27186 5.70822  0.224
C -5.70675 2.41752 1.61310  -0.611
C -4.58305 1.43069 1.92687  -0.395
C -4.13874 0.60850 0.72103  -0.407
C -3.45278 1.46725 -0.33087  -0.215
N -2.92763 0.66936 -1.43655  -0.368
C -1.70723 0.08300 -1.47244  0.314
Se -0.40743 0.20646 -0.15973  -0.380
N -1.63269 -0.59767 -2.64128  -0.386
C -0.51358 -1.44264 -3.06073  -0.228
C -0.82793 -2.93166 -2.94844  -0.410
C -1.41540 -3.33338 -1.59962  -0.395
C -1.46691 -4.84711 -1.41932  -0.605
C -2.82136 -0.44958 -3.35864  0.174
C -3.22294 -0.93938 -4.59227  -0.235
C -4.49477 -0.59074 -5.02135  -0.205
C -5.33188 0.21535 -4.23995  -0.203
C -4.92086 0.70225 -3.00832  -0.220
C -3.64550 0.35453 -2.59186  0.102
H -6.04361 2.93411 2.51324  0.222
H -6.57052 1.89939 1.18616  0.206
H -5.39210 3.18534 0.90141  0.199
H -4.90917 0.74844 2.71396  0.210
H -3.71722 1.97030 2.32741  0.196
H -5.00333 0.10634 0.27197  0.204
H -3.43468 -0.16774 1.02973  0.218
H -2.61613 2.00388 0.10741  0.231
H -4.13605 2.19718 -0.76358  0.211
H 0.32426 -1.17763 -2.42394  0.259
H -0.25430 -1.17170 -4.08578  0.210
H 0.11026 -3.46754 -3.12170  0.217
H -1.51286 -3.24037 -3.74487  0.203
H -2.42532 -2.92243 -1.50959  0.198
H -0.83218 -2.87048 -0.79768  0.201
H -0.46954 -5.28701 -1.50788  0.199
H -2.10011 -5.31594 -2.17754  0.212
H -1.86784 -5.12100 -0.44104  0.211
H -2.57528 -1.56166 -5.19766  0.228
H -4.84892 -0.95147 -5.97920  0.228
H -6.32108 0.46298 -4.60446  0.228
H -5.57059 1.32403 -2.40364  0.228
C 5.01858 -2.28428 -1.48944  -0.253
O 4.34156 -1.31715 -0.65318  -0.853
P 2.78719 -0.97727 -0.74635  1.658
O 2.58276 -0.49496 -2.24656  -0.820
C 3.31777 0.66443 -2.68062  -0.252
O 2.00583 -2.35158 -0.89987  -0.824
C 1.67757 -3.15988 0.25246  -0.268
H 5.26039 -3.15008 -0.87809  0.205
H 5.93417 -1.82380 -1.84769  0.204
H 4.39690 -2.58146 -2.33065  0.195
H 4.32700 0.37190 -2.96704  0.193
H 3.36632 1.42377 -1.89961  0.184
H 2.79029 1.06889 -3.53658  0.210
H 1.66633 -4.19115 -0.08667  0.208
H 0.68833 -2.87486 0.60900  0.195
H 2.41533 -3.05271 1.04306  0.209
O 3.80352 -1.83432 2.33794  -0.554
N 4.94667 -1.38665 2.51674  0.407
O 5.02451 -0.17212 2.17478  -0.604


Entry 2:
Here is a cluster of 4 separate species, C33H55BrIN6O9PS in total from the Open Molecules 2025 dataset. Energies are from ωB97M-V/def2-TZVPD.

Output
**Structure (SMILES)**: C[C@@H](Br)Cc1c(CCCI)cc(ON=O)c2c1C(=O)C(CCSc1nnco1)=C(P(C)O)C2=O.COC[C@@H](C)N.COC[C@@H](C)N.COC[C@@H](C)N
**Charge**: 0
**HOMO**: -0.3176 hartree
**F_max**: 1.24 eV Å⁻¹
**Molecular weight**: 949.7 g/mol
**2S+1**: 1

Last column: Löwdin charge in e.
Element x y z (Å)
C 1.43448 1.19515 -1.43735  -0.129
C 1.37742 2.70595 -1.39675  -0.694
Br 1.18516 3.38231 -3.22646  0.715
C 0.29837 3.33469 -0.47231  -0.175
C -0.26388 2.34474 0.52431  -0.091
C 0.42201 2.15284 1.74517  -0.143
C 1.68596 2.87829 2.13936  -0.144
C 1.46164 3.98722 3.17120  -0.298
C 0.71940 5.20935 2.64434  -0.639
I 1.39225 6.99431 3.64890  0.750
C -0.07771 1.21188 2.64184  0.053
C -1.23139 0.48283 2.39433  -0.224
O -1.65817 -0.42646 3.34168  -0.044
N -1.92540 0.21936 4.64941  0.049
O -2.68300 1.08000 4.56464  0.119
C -1.92993 0.66472 1.20567  0.001
C -1.43804 1.60394 0.28063  -0.013
C -2.22431 1.77724 -0.96940  -0.280
O -1.76083 2.23243 -1.98657  0.101
C -3.65878 1.38962 -0.94985  -0.175
C -4.49030 2.11581 -1.96880  -0.187
C -4.64595 3.59504 -1.51818  -0.446
S -6.33873 4.19070 -1.54767  1.008
C -7.00986 3.50731 -0.09869  -0.725
N -8.27870 3.30657 0.00811  0.040
N -8.47294 2.81559 1.30159  0.058
C -7.30558 2.75418 1.83110  -0.222
O -6.32241 3.18362 1.02045  0.013
C -4.11235 0.47848 -0.08161  -0.195
P -5.89496 -0.02189 -0.09340  0.942
C -5.96809 -0.93606 -1.70346  -0.224
O -6.09393 -1.17069 1.03293  -0.312
C -3.16723 -0.11295 0.89420  -0.313
O -3.36754 -1.17198 1.42247  0.129
H 2.09377 0.88700 -2.24519  0.052
H 0.46877 0.74731 -1.64678  0.076
H 1.84638 0.77832 -0.52155  0.087
H 2.35163 3.06238 -1.08447  0.075
H 0.80358 4.12157 0.07053  0.080
H -0.47819 3.79649 -1.06037  0.085
H 2.32613 2.13848 2.61805  0.116
H 2.22480 3.21056 1.25815  0.108
H 2.43243 4.28506 3.55471  0.076
H 0.89847 3.56870 4.00324  0.111
H -0.34600 5.15571 2.82665  0.043
H 0.88882 5.40923 1.59675  0.019
H 0.46102 1.05510 3.56726  0.134
H -3.93371 2.07371 -2.89853  0.119
H -5.46453 1.66133 -2.08372  0.071
H -4.16342 3.76250 -0.55999  0.087
H -4.11959 4.21988 -2.23326  0.078
H -7.15226 2.40931 2.83535  0.131
H -6.86432 -0.66682 -2.24944  0.037
H -5.87769 -2.00841 -1.57195  0.018
H -5.12165 -0.62587 -2.31168  0.037
H -5.65177 -2.01632 0.84358  0.009
C 4.74139 1.72648 -4.19047  -0.102
O 4.43555 0.58967 -3.40297  -0.207
C 4.70409 -0.66638 -3.99103  -0.206
C 6.17398 -1.10228 -3.93588  -0.427
C 7.08656 -0.38041 -4.92331  -0.070
N 6.72050 -0.95934 -2.58307  0.053
H 4.51686 1.56086 -5.24796  0.095
H 5.78515 2.02643 -4.07026  0.076
H 4.11871 2.53881 -3.81988  0.051
H 4.12683 -1.38422 -3.40199  0.122
H 4.30936 -0.70347 -5.01598  0.123
H 6.19614 -2.16499 -4.19625  0.135
H 7.35480 0.61686 -4.57684  0.063
H 8.01708 -0.93454 -5.04454  0.075
H 6.61707 -0.28836 -5.90474  0.078
H 6.18230 -1.53959 -1.94656  0.065
H 6.51973 -0.01261 -2.27360  0.054
C 7.23404 0.49599 0.50909  -0.107
O 6.03852 -0.26541 0.47848  -0.206
C 6.09047 -1.48758 1.18884  -0.215
C 5.95190 -1.36711 2.71261  -0.430
C 7.19558 -0.83815 3.42118  -0.071
N 4.79998 -0.54182 3.09404  0.038
H 8.12218 -0.14036 0.48155  0.096
H 7.26795 1.14669 1.38541  0.075
H 7.24110 1.13627 -0.37287  0.081
H 5.23500 -2.06365 0.82454  0.121
H 6.99381 -2.04909 0.91352  0.124
H 5.77325 -2.37896 3.08805  0.135
H 7.28603 0.24374 3.33514  0.064
H 7.14407 -1.06767 4.48510  0.076
H 8.10391 -1.29197 3.02048  0.079
H 3.95063 -0.96764 2.73356  0.068
H 4.87378 0.33861 2.59069  0.063
C -3.65572 -7.53398 0.21704  -0.105
O -4.23460 -6.65582 -0.73070  -0.187
C -5.57477 -6.28491 -0.47950  -0.209
C -5.76600 -5.20365 0.59096  -0.415
C -5.57044 -5.68782 2.02461  -0.063
N -4.89090 -4.04666 0.35884  0.053
H -4.38418 -8.26073 0.58786  0.091
H -3.21812 -6.98781 1.05522  0.075
H -2.85222 -8.07098 -0.28584  0.088
H -5.93973 -5.88301 -1.42836  0.122
H -6.18132 -7.17245 -0.25482  0.123
H -6.80128 -4.86010 0.50554  0.139
H -4.51697 -5.77563 2.28653  0.066
H -6.01141 -4.97652 2.72244  0.078
H -6.04656 -6.65700 2.18279  0.080
H -5.11037 -3.65498 -0.55289  0.055
H -3.93854 -4.38664 0.25613  0.087


molecular weight of number 2 (C33H55BrIN6O9PS)?
949.7 g/mol


Which value of F_max does entry 1 give?
0.64 eV Å⁻¹


Which of these has the lowest charge?
C33H55BrIN6O9PS